81
Properties=species:S:1:pos:R:3 method="wB97M-V/def2-TZVPD" s_squared=0.76 charge=+1 spin_multiplicity=2 e_tot_ha=-2026.71091 max_force_ha_per_bohr=0.0281
Ru 0.04 -0.44 -0.28
Si 2.61 -1.70 0.84
O 1.22 -0.70 -3.03
O -1.49 2.14 0.04
N -2.88 -2.38 2.32
N -0.60 1.56 -0.63
N 1.13 0.58 1.53
N -3.25 -0.90 0.56
N -3.97 0.18 -1.31
N 1.05 0.14 -1.92
N -1.82 -0.71 -1.27
N -1.10 -1.27 1.29
C 0.13 1.10 2.51
C 1.93 -0.54 2.13
C 3.38 -3.18 1.70
C 1.67 2.96 3.22
C -4.33 -2.45 2.54
C 1.02 1.39 -2.27
C 4.86 0.03 0.47
C 3.07 -4.48 1.30
C 1.97 1.72 1.06
C 0.14 2.23 -1.51
C 4.96 -4.12 3.29
C 4.63 -5.40 2.88
C 5.93 0.57 -0.22
C 5.29 -0.68 -2.17
C 2.68 2.45 2.19
C 0.80 1.80 3.69
C -2.00 -3.11 3.21
C -2.35 -1.53 1.41
C 3.68 -5.58 1.88
C 4.34 -3.02 2.71
C 4.22 -1.22 -1.47
C 0.01 3.70 -1.69
C 1.18 -2.22 -0.22
C -2.94 -0.45 -0.69
C 6.15 0.22 -1.55
C 1.76 1.90 -3.47
C 3.97 -0.87 -0.14
H 6.99 0.63 -2.09
H 3.40 1.79 2.69
H 2.19 2.88 -3.24
H -4.17 -0.73 0.91
H -1.78 -0.35 -2.22
H 4.72 0.31 1.51
H -4.72 -1.55 3.00
H 0.61 -3.03 0.25
H 2.68 1.35 0.32
H 4.62 -2.03 3.04
H 2.18 3.42 4.06
H 6.60 1.27 0.27
H 5.46 -0.98 -3.20
H -0.50 0.28 2.84
H 5.11 -6.26 3.33
H 1.03 3.72 2.76
H 1.41 1.09 4.26
H -3.77 0.67 -2.16
H 1.30 2.42 0.57
H -4.72 0.57 -0.76
H -1.62 -2.49 4.03
H 1.43 -1.56 -2.63
H -4.53 -3.28 3.20
H 5.70 -3.97 4.07
H -2.55 -3.94 3.64
H 1.10 2.01 -4.33
H -0.71 4.09 -0.97
H 3.57 -1.93 -1.97
H 3.43 -6.58 1.55
H 3.25 3.27 1.76
H 2.73 -0.17 2.78
H 0.97 4.20 -1.53
H 1.28 -1.11 2.79
H -0.52 -1.77 1.95
H -4.86 -2.65 1.60
H -0.33 3.96 -2.69
H -1.16 -3.53 2.66
H 1.57 -2.60 -1.17
H 2.55 1.20 -3.73
H 2.33 -4.64 0.51
H -0.51 1.80 1.98
H 0.01 2.15 4.37